This record from OMol25 describes a molecular structure, C20H50F18K3O10P3 at a distorted geometry. The level of theory is ωB97M-V/def2-TZVPD.

Geometry as XYZ:
```
104
Properties=species:S:1:pos:R:3:forces:R:3
K -2.473 -3.753 -2.912 0.35 0.00 0.59
K 2.234 -3.385 0.608 -0.11 0.05 -0.53
K 2.442 -0.378 -4.022 0.06 -0.20 0.47
P 4.036 -3.657 -2.661 0.26 -2.59 -2.62
F 4.492 -4.706 -3.790 -0.35 -0.29 -0.38
F 5.578 -3.642 -2.154 -0.30 0.37 0.79
F 4.350 -2.501 -3.666 1.02 2.37 -2.33
F 3.624 -2.491 -1.687 -0.44 0.01 2.58
F 2.471 -3.617 -3.326 0.82 -0.48 1.06
F 3.706 -4.907 -1.718 -0.72 1.09 0.85
P -0.362 -6.276 -0.696 0.89 -2.13 -0.84
F -0.634 -5.355 0.613 -0.63 -0.78 0.43
F -0.428 -7.716 0.080 0.90 1.46 0.30
F -1.941 -6.537 -1.013 -0.36 1.25 0.25
F -0.027 -7.053 -2.091 0.33 0.03 0.58
F -0.355 -4.924 -1.540 -0.62 1.34 -0.83
F 1.248 -6.020 -0.406 -0.58 -0.74 0.12
P 0.019 -0.850 -1.330 -0.90 -1.35 1.10
F 0.932 0.461 -1.346 0.43 0.65 0.07
F 1.318 -1.742 -1.632 0.12 -0.42 0.55
F 0.287 -1.068 0.294 -0.53 0.26 -1.20
F -0.970 -2.182 -1.342 0.86 0.77 0.07
F -1.280 0.074 -1.067 0.35 -0.26 -0.06
F -0.134 -0.778 -2.934 -0.71 0.66 -0.84
C -1.248 -1.275 3.625 1.17 -0.35 -0.14
O -2.384 -0.462 3.521 -0.06 -0.21 1.60
C -2.591 -0.053 2.227 -1.30 1.22 -2.44
C -3.474 1.237 2.084 1.68 -1.01 2.97
O -4.800 1.032 2.521 -0.53 0.40 -0.02
C -5.057 0.557 3.880 -0.45 0.56 -1.40
H -0.332 -0.734 3.390 0.12 0.51 -0.09
H -1.212 -2.105 2.918 -0.55 -0.21 -0.18
H -1.076 -1.692 4.617 -0.69 0.22 0.16
H -3.183 -0.780 1.671 0.56 -0.66 -0.29
H -1.631 0.172 1.761 0.06 -0.22 -0.47
H -3.376 1.762 1.134 -0.58 -0.62 -0.25
H -2.923 1.857 2.791 -0.27 0.88 0.36
H -4.860 -0.515 3.869 0.18 0.21 0.74
H -6.113 0.760 4.062 -0.24 -0.38 -0.49
H -4.629 1.164 4.678 1.04 -0.30 -0.21
C -0.129 3.008 0.639 -0.18 0.81 -0.43
O -0.064 4.375 1.007 2.17 -0.28 -0.10
C -1.276 4.991 1.310 0.85 -0.41 -0.10
C -1.049 6.361 1.883 0.50 0.09 0.51
O -0.441 6.301 3.191 -0.49 1.57 -0.44
C -0.596 7.624 3.776 -0.63 -0.59 0.08
H -0.244 2.361 1.509 -0.35 -0.10 0.02
H 0.781 2.720 0.112 0.20 0.27 0.25
H -0.912 2.894 -0.111 -0.43 -0.45 0.15
H -1.737 4.339 2.052 -0.95 0.25 -0.04
H -1.765 5.073 0.339 -1.05 0.08 0.22
H -2.009 6.878 1.868 -0.40 -0.05 0.56
H -0.418 7.021 1.288 0.28 -0.36 -0.54
H 0.152 7.883 4.525 0.09 -0.65 -0.02
H -1.594 7.651 4.214 -0.04 0.07 0.38
H -0.604 8.452 3.068 0.33 -0.22 -0.55
C 2.191 0.681 1.959 -1.35 -0.24 0.49
O 2.202 -0.747 2.146 -0.39 2.81 -1.04
C 3.001 -1.120 3.194 0.60 -2.08 0.12
C 4.520 -1.039 2.872 -2.42 -0.67 0.13
O 4.624 -1.605 1.568 2.07 0.32 0.77
C 6.034 -1.653 1.215 -0.42 0.27 -1.17
H 3.160 1.179 1.918 0.20 -0.40 -0.54
H 1.689 1.126 2.818 -0.03 0.06 0.42
H 1.504 0.903 1.142 0.68 -0.17 -0.31
H 2.618 -2.141 3.196 1.14 -0.90 0.80
H 2.740 -0.789 4.199 -0.03 0.95 0.00
H 5.000 -1.660 3.628 0.45 0.04 -0.02
H 4.850 -0.004 2.953 0.34 0.04 -0.28
H 6.369 -0.745 0.714 -0.39 0.54 0.07
H 6.163 -2.398 0.429 -0.03 -0.40 0.42
H 6.728 -1.754 2.049 -0.37 -0.58 0.24
C 1.485 2.960 -6.008 -0.43 -0.36 0.54
O 1.760 2.653 -4.627 0.09 1.23 -0.68
C 2.256 3.786 -3.932 1.87 -0.42 0.78
C 2.913 3.318 -2.623 -0.99 -0.74 -0.69
O 3.777 2.185 -2.849 -1.58 1.77 -1.73
C 4.202 1.508 -1.749 1.38 -1.44 1.34
H 0.842 3.828 -6.152 -0.27 0.08 0.43
H 0.942 2.081 -6.356 0.21 0.12 -0.41
H 2.373 3.187 -6.599 0.33 -0.41 0.15
H 1.511 4.524 -3.632 -0.44 -0.10 -0.28
H 3.060 4.328 -4.429 -0.16 -0.13 -1.02
H 2.003 3.064 -2.080 0.46 -0.61 1.04
H 3.423 4.169 -2.172 0.13 -0.12 0.21
H 4.607 0.546 -2.063 -0.37 -0.40 -0.33
H 3.439 1.296 -1.000 -0.13 0.28 0.12
H 5.120 1.912 -1.322 -0.18 0.76 0.54
C -3.159 -3.454 0.787 0.24 -1.07 1.14
O -3.455 -2.760 -0.353 -1.25 1.70 -1.87
C -4.773 -2.108 -0.409 1.64 -0.86 -0.79
C -4.705 -1.251 -1.725 -1.09 -0.34 1.24
O -4.704 -1.989 -2.949 -0.37 -0.25 -0.28
C -5.970 -2.647 -3.279 1.54 -0.40 0.22
H -2.084 -3.625 0.852 0.05 0.58 0.04
H -3.529 -4.479 0.758 -0.59 -0.17 0.12
H -3.554 -2.921 1.651 0.17 -0.18 0.38
H -4.964 -1.509 0.482 0.36 0.52 -0.03
H -5.499 -2.917 -0.317 -0.46 0.03 -0.66
H -3.814 -0.633 -1.610 0.42 -0.48 -0.51
H -5.502 -0.508 -1.763 -0.46 -0.15 0.16
H -5.822 -3.253 -4.173 0.45 0.24 -0.20
H -6.792 -1.980 -3.536 0.03 0.23 0.70
H -6.124 -3.397 -2.503 -0.85 0.36 0.22
```
Forces are in eV/Å.

As for the molar mass: 1002.790 g/mol. The HOMO-LUMO gap comes out at 9.1 eV. Its net charge is 0. For the total energy, the calculation gives -167798.16846 eV. The calculation puts the energy relative to the best compared isomer or geometry (same formula, charge and spin) at 0.0 kJ/mol.